# H14O6S

7 unconnected molecules or ions with the total composition H14O6S at a distorted geometry (ωB97M-V/def2-TZVPD, the Open Molecules 2025 dataset).

Each line ends with the Löwdin spin population.
Atoms and positions in Å:
S  0.2653  -1.5306  3.4843  0.741
H  0.6947  -2.7977  3.4422  0.028
H  -1.0469  -1.8001  3.4777  0.020
H  2.2584  0.6558  1.2495  0.000
H  0.9189  -0.0008  1.4049  0.003
O  1.6032  0.1464  0.7740  0.026
H  -1.4338  -0.5838  -0.5567  0.000
H  -2.1747  -0.0968  -1.8618  0.000
O  -1.8787  0.1494  -1.0098  0.000
H  1.4520  -2.5688  -1.2415  0.000
H  1.2183  -1.2021  -0.6673  0.000
O  1.0464  -1.7264  -1.4818  0.000
H  1.4032  0.6404  -3.9521  0.000
H  1.1791  -0.1701  -2.6310  0.000
O  1.1594  0.7184  -3.0290  0.001
H  -1.3556  1.0745  1.6786  -0.002
H  -2.5393  0.5733  0.8865  0.001
O  -2.1885  0.6079  1.8007  0.177
H  -0.6510  3.2218  -0.8925  0.000
H  0.2482  1.9729  -0.6577  0.000
O  -0.1787  2.7164  -0.2174  0.005

M in g/mol: 142.2
Total charge: +1
HOMO-LUMO gap (spin up / spin down) in eV: 9.014 / 2.669
E_tot in Eh: -857.62781
2S+1: 2
Lowest unoccupied orbital energy (spin up / spin down) in eV: -4.4 / -10.7